Formula: C12H28N2O4S
Source: OMol25
Level of theory: ωB97M-V/def2-TZVPD

Properties
Max |F|: 0.042 hartree/bohr
M: 296.43 g/mol
SMILES string: CCCOCOC(=O)NCSCC.COC[C@@H](C)N
E: -1282.63364 hartree
Orbital gap: 9.53 eV

```
! RIJCOSX wB97M-V def2-TZVPD def2/J DEFGRID3
* xyz 0 1
C -1.5940 4.0712 2.4943
C -1.4336 2.5389 2.4203
C 0.0315 2.1689 2.6249
O 0.1985 0.7932 2.9311
C 0.6944 0.0126 1.9060
O 2.1030 -0.1089 1.9287
C 2.7952 0.8587 1.2762
O 3.2715 1.8250 1.8609
N 2.9055 0.6253 -0.1170
C 3.2377 1.8554 -0.8628
S 2.6986 1.8008 -2.5852
C 0.9819 2.3593 -2.5289
C 0.1593 1.7549 -1.3917
H -2.3098 4.3355 3.2622
H -1.9156 4.4818 1.5461
H -0.6506 4.5473 2.7429
H -1.6945 2.2356 1.4104
H -2.0562 2.0299 3.1418
H 0.4336 2.7377 3.4567
H 0.5768 2.4580 1.7290
H 0.3103 -0.9868 2.0455
H 0.3290 0.3881 0.9500
H 3.6719 -0.0175 -0.2643
H 4.3120 1.9798 -0.9282
H 2.8267 2.7326 -0.3852
H 0.9429 3.4391 -2.4283
H 0.5376 2.0809 -3.4763
H -0.8128 2.2357 -1.3349
H 0.0241 0.6857 -1.5102
H 0.6625 1.9621 -0.4532
C 0.4462 -2.4114 -0.4870
O -0.4999 -2.0444 -1.4748
C -0.9959 -3.1042 -2.2679
C -2.1458 -3.8977 -1.6327
C -1.6993 -4.8633 -0.5397
N -3.1969 -3.0276 -1.0985
H 1.0843 -3.2315 -0.8281
H -0.0496 -2.6944 0.4447
H 1.0774 -1.5461 -0.2940
H -1.3737 -2.6311 -3.1782
H -0.1751 -3.7692 -2.5670
H -2.5893 -4.4954 -2.4344
H -1.4733 -4.3455 0.3920
H -2.4937 -5.5770 -0.3249
H -0.8136 -5.4241 -0.8441
H -3.5815 -2.4626 -1.8497
H -2.7573 -2.3552 -0.4766
*
```

---

Formula: C28H27F12N3O2SiTi
Source: OMol25
Level of theory: ωB97M-V/def2-TZVPD

Properties
Max |F|: 0.011 hartree/bohr
M: 741.47 g/mol
E: -3735.43822 hartree
Orbital gap (alpha / beta): 4.62 / 6.26 eV
⟨S²⟩: 2.004

```
! RIJCOSX wB97M-V def2-TZVPD def2/J DEFGRID3
* xyz -2 3
Ti 0.5194 -1.3693 0.6399
C -6.2935 0.6805 -0.4704
C -4.8403 0.5957 -0.0788
C -4.1218 1.7032 0.3442
C -2.7903 1.5882 0.6687
C -2.0551 0.3761 0.5824
N -0.7186 0.3388 0.8541
C 0.0449 1.4980 0.9011
C -0.1243 2.4963 -0.0793
C 0.6045 3.6630 -0.1071
C 1.5727 3.9013 0.8590
C 2.3822 5.1736 0.8786
C 1.8078 2.9010 1.7881
C 1.1132 1.6885 1.8253
C 1.5557 0.5550 2.7888
O 1.7259 -0.6513 2.1821
C 2.9598 0.8535 3.4199
F 3.0316 1.9231 4.2582
F 3.3882 -0.1898 4.1484
F 3.8805 1.0519 2.4624
C 0.5433 0.4616 3.9760
F 0.4476 1.6276 4.6637
F -0.6917 0.1563 3.5814
F 0.9005 -0.4780 4.8767
C -2.8289 -0.7942 0.2728
C -4.1702 -0.6194 -0.0702
C -2.2727 -2.2383 0.4307
O -1.0502 -2.4985 -0.0747
C -2.2831 -2.5875 1.9889
F -3.0375 -1.7674 2.7343
F -2.7097 -3.8405 2.2762
F -1.0243 -2.5246 2.4789
C -3.2018 -3.2990 -0.2643
F -4.4251 -3.4912 0.3045
F -2.6255 -4.5100 -0.2651
F -3.4180 -2.9846 -1.5511
H -6.6071 1.7221 -0.5683
H -6.4830 0.1866 -1.4271
H -6.9452 0.2082 0.2718
H -4.6046 2.6738 0.4237
H -2.2687 2.4690 1.0138
H -0.8577 2.3135 -0.8542
H 0.4297 4.3859 -0.8983
H 2.0862 5.8339 0.0614
H 2.2489 5.7219 1.8153
H 3.4501 4.9666 0.7712
H 2.5934 3.0873 2.5029
H -4.7662 -1.4743 -0.3431
N 4.1037 -2.4289 1.6481
N 3.1952 -3.5461 1.6927
H 3.5635 -1.5632 1.6651
H 4.5664 -2.4778 0.7491
H 2.3942 -3.3578 1.0873
H 2.8299 -3.5540 2.6370
C 3.0439 -2.7605 -2.3041
Si 2.0657 -1.2557 -1.5921
C 3.4072 0.1273 -1.6355
C 0.9737 -0.7330 -3.0966
C -0.3230 -0.2590 -2.8715
C -1.1428 0.1658 -3.9101
C -0.6858 0.1184 -5.2207
C 0.5945 -0.3583 -5.4755
C 1.4046 -0.7751 -4.4262
H 3.6588 -2.5062 -3.1763
H 2.3530 -3.5581 -2.5931
H 3.7104 -3.1753 -1.5408
H 3.9062 0.1910 -2.6106
H 4.1690 -0.0478 -0.8686
H 2.9512 1.0982 -1.4185
H -0.7047 -0.2395 -1.8552
H -2.1447 0.5203 -3.6924
H -1.3230 0.4418 -6.0368
H 0.9602 -0.4073 -6.4969
H 2.4019 -1.1435 -4.6511
*
```

---

Formula: C9H9N3O2
Source: OMol25
Level of theory: ωB97M-V/def2-TZVPD

Properties
Max |F|: 0.068 hartree/bohr
M: 191.19 g/mol
SMILES string: O=c1cc[nH]c(=O)[nH]1.c1ccncc1
E: -663.11951 hartree
Orbital gap: 10.03 eV

```
! RIJCOSX wB97M-V def2-TZVPD def2/J DEFGRID3
* xyz 0 1
O 2.5110 -2.4186 -1.5141
C 2.1460 -1.2873 -1.1725
C 0.9310 -0.8125 -0.5541
C 0.7374 0.4820 -0.3426
N 1.6144 1.4793 -0.7707
C 2.8854 1.1236 -1.2316
O 3.7123 2.0205 -1.3545
N 3.0404 -0.1990 -1.5470
H 0.2202 -1.5133 -0.2991
H -0.1261 0.7461 0.1747
H 1.5576 2.4247 -0.1904
H 3.9812 -0.4355 -1.8277
C -4.1331 -0.8726 1.7191
C -2.9027 -1.3206 2.0477
C -1.8235 -0.5058 1.7467
N -1.9444 0.6644 1.2244
C -3.1432 1.1424 0.9254
C -4.2719 0.3733 1.0535
H -5.0312 -1.5369 1.8606
H -2.6707 -2.2670 2.5455
H -0.7881 -0.7012 1.9715
H -3.2111 2.1602 0.5068
H -5.2442 0.7604 0.7112
*
```

---

Formula: C18H20N5O3OsS
Source: OMol25
Level of theory: ωB97M-V/def2-TZVPD

Properties
Max |F|: 0.027 hartree/bohr
M: 576.69 g/mol
E: -1685.18652 hartree
Orbital gap: 4.91 eV

```
! RIJCOSX wB97M-V def2-TZVPD def2/J DEFGRID3
* xyz 3 1
Os 0.2470 0.6484 -0.7114
C -4.4482 3.4221 1.3037
C -3.8036 2.2456 0.6326
C -2.5018 1.8375 0.9867
C -1.9560 0.7041 0.4201
C -2.6741 -0.0256 -0.5562
C -3.9447 0.3792 -0.9276
C -4.4904 1.5165 -0.3314
S -2.0140 -1.5037 -1.1804
O -1.5948 -2.3755 -0.1476
O -2.5722 -1.9499 -2.3976
N -0.4681 -0.6816 -1.6737
C 0.5741 -1.0524 -2.5185
C 0.7422 -2.0580 -3.4320
C 1.9947 -2.0930 -4.0714
C 2.9525 -1.1491 -3.7705
C 2.6960 -0.1453 -2.8049
N 1.5253 -0.1103 -2.2064
H -3.7886 3.8959 2.0261
H -5.3527 3.0973 1.8213
H -4.7555 4.1615 0.5624
H -1.9603 2.3877 1.7466
H -0.9994 0.3280 0.8917
H -4.5034 -0.1808 -1.6678
H -5.4847 1.8324 -0.6232
H -0.0474 -2.7695 -3.6415
H 2.2009 -2.8645 -4.8021
H 3.9143 -1.1523 -4.2655
H 3.4376 0.6004 -2.5490
N -0.6020 2.2207 -1.9101
H -1.4862 2.5609 -1.5285
H -0.7921 1.9248 -2.8699
H 0.0023 3.0423 -2.0083
N 3.5866 -2.4061 4.8864
C 3.9347 -1.4811 3.9803
O 5.0163 -0.9513 3.8969
C 2.8859 -1.0716 2.9413
C 3.2691 -0.0139 2.1137
C 2.4444 0.3645 1.0909
N 1.2422 -0.2342 0.8558
C 0.8490 -1.2325 1.6774
C 1.6506 -1.6651 2.7129
H 4.2805 -2.6723 5.5708
H 2.6684 -2.8016 4.9750
H 4.2252 0.4647 2.2841
H 2.7312 1.1699 0.4177
H -0.1088 -1.6874 1.4767
H 1.2776 -2.4754 3.3245
*
```

---

Formula: C4H7NO
Source: OMol25
Level of theory: ωB97M-V/def2-TZVPD

Properties
Max |F|: 0.011 hartree/bohr
M: 85.11 g/mol
SMILES string: C[C@H]1CN1C=O
E: -286.55741 hartree
Orbital gap: 10.79 eV

```
! RIJCOSX wB97M-V def2-TZVPD def2/J DEFGRID3
* xyz 0 1
C -1.5015 -0.6261 0.4135
C -0.1812 -0.4885 -0.2862
C 0.1785 0.4829 -1.3423
N 0.4562 0.7767 0.0569
C 1.5928 0.6542 0.8438
O 1.9200 -0.3993 1.3430
H -1.2655 -0.8038 1.4702
H -2.1102 -1.4575 0.0528
H -2.0561 0.3134 0.3467
H 0.4570 -1.3723 -0.2433
H 1.0211 0.2239 -1.9819
H -0.5908 1.0966 -1.8019
H 2.0796 1.5998 1.1287
*
```

---

Formula: C17H56O11
Source: OMol25
Level of theory: ωB97M-V/def2-TZVPD

Properties
Max |F|: 0.063 hartree/bohr
M: 436.62 g/mol
SMILES string: CC(C)O.CC(C)O.CC(C)O.CO.CO.CO.CO.CO.CO.CO.CO
E: -1508.71209 hartree
Orbital gap: 9.45 eV

```
! RIJCOSX wB97M-V def2-TZVPD def2/J DEFGRID3
* xyz 0 1
C 7.3536 17.9271 -13.0827
C 8.3079 18.9278 -13.8918
C 7.4267 19.7084 -14.9464
O 9.0710 19.7080 -12.9837
H 8.0316 17.3264 -12.4764
H 6.9105 17.2261 -13.7900
H 6.5463 18.4103 -12.5324
H 9.1096 18.4483 -14.4535
H 8.1668 20.3650 -15.4038
H 6.5386 20.2697 -14.6559
H 7.1317 19.0322 -15.7487
H 9.4452 19.1217 -12.3220
C 14.1809 18.7654 -7.2428
C 15.3513 19.4854 -7.7921
C 16.4679 18.5300 -8.3150
O 15.0223 20.4252 -8.8238
H 13.5955 18.2837 -8.0260
H 13.3866 19.3367 -6.7623
H 14.5140 18.0319 -6.5087
H 15.6910 20.1589 -7.0053
H 16.5565 17.7033 -7.6102
H 17.4617 18.9387 -8.4980
H 16.2312 18.1871 -9.3222
H 14.0855 20.6111 -8.9213
C 13.9144 16.5295 -11.7596
C 15.3373 16.7485 -12.3767
C 16.5026 16.0395 -11.6016
O 15.2303 16.4218 -13.6794
H 13.6094 15.5627 -11.3591
H 13.0740 16.9356 -12.3226
H 13.8532 17.2633 -10.9560
H 15.6469 17.7936 -12.3694
H 16.4810 16.4030 -10.5742
H 17.4808 16.3479 -11.9706
H 16.5757 14.9633 -11.7584
H 14.7553 15.5882 -13.7129
C 8.4586 21.1109 -7.5249
O 9.5400 20.7347 -8.3833
H 7.4889 20.6543 -7.7231
H 8.7964 20.7709 -6.5459
H 8.4663 22.1969 -7.4323
H 9.3585 20.9724 -9.2955
C 7.2576 18.1965 -9.5031
O 7.0000 18.0693 -8.0973
H 7.9822 17.4411 -9.8075
H 6.2744 18.0618 -9.9539
H 7.6809 19.1942 -9.6187
H 7.7779 17.8258 -7.5902
C 12.5277 22.3274 -9.4929
O 12.3835 21.1651 -8.7587
H 11.5541 22.7924 -9.6475
H 13.1672 22.9298 -8.8478
H 12.9238 22.0995 -10.4825
H 11.4335 21.0315 -8.7240
C 10.0091 16.5835 -5.9799
O 8.7668 17.3067 -6.0150
H 10.0522 15.6369 -6.5186
H 10.7517 17.1763 -6.5141
H 10.3388 16.2552 -4.9942
H 8.2909 17.1133 -5.2041
C 8.6412 14.3389 -9.9718
O 9.8254 13.7347 -10.4385
H 8.5917 14.1587 -8.8979
H 8.6308 15.4170 -10.1319
H 7.7335 14.0022 -10.4726
H 9.9341 12.8281 -10.1422
C 12.2103 20.6303 -12.8198
O 12.8669 21.8733 -13.1275
H 11.2384 20.5821 -13.3111
H 12.8789 19.8268 -13.1286
H 12.0558 20.3913 -11.7677
H 13.7801 21.6910 -13.3609
C 11.0646 15.0129 -13.0445
O 10.1287 15.7573 -12.3196
H 11.7985 14.3609 -12.5709
H 10.5548 14.3923 -13.7814
H 11.6498 15.7524 -13.5912
H 9.7906 15.1280 -11.6782
C 10.9758 17.8723 -9.9247
O 10.2337 17.9585 -11.0816
H 10.6325 18.5344 -9.1298
H 11.0509 16.8395 -9.5845
H 11.9880 18.2599 -10.0394
H 10.1908 17.0856 -11.4788
*
```

---

Formula: C44H121N11O11
Source: OMol25
Level of theory: ωB97M-V/def2-TZVPD

Properties
Max |F|: 0.067 hartree/bohr
M: 980.52 g/mol
E: -3178.60855 hartree
Orbital gap (alpha / beta): 1.48 / 8.68 eV
⟨S²⟩: 0.751

```
! RIJCOSX wB97M-V def2-TZVPD def2/J DEFGRID3
* xyz -1 2
C 1.3861 3.7533 -3.4924
C 2.6671 3.6917 -2.7910
C 3.8303 3.9917 -3.7258
O 5.0368 3.9211 -2.9038
C 6.3094 4.1214 -3.6062
N 2.6549 4.5698 -1.6365
H 1.2052 4.6924 -4.0154
H 0.5023 3.5968 -2.8740
H 1.4452 2.9567 -4.2340
H 2.7755 2.6361 -2.5418
H 3.6234 4.9444 -4.2133
H 3.8549 3.3226 -4.5859
H 6.3932 5.1639 -3.9132
H 6.4756 3.4503 -4.4490
H 7.1263 3.9268 -2.9113
H 3.6482 4.5503 -1.4542
H 2.6014 5.5210 -1.9720
C 3.0146 3.1061 1.6490
C 2.8152 4.2670 2.6259
C 3.7376 5.4632 2.2444
O 3.5080 6.6007 3.0656
C 4.4511 7.6674 2.7744
N 1.4259 4.7048 2.5260
H 3.9040 2.5389 1.9236
H 3.0386 3.4073 0.6017
H 2.1855 2.4051 1.7447
H 3.1058 3.8802 3.6026
H 3.6267 5.6969 1.1856
H 4.7917 5.1872 2.2755
H 5.4610 7.3252 3.0004
H 4.2007 8.3903 3.5508
H 4.3536 8.1287 1.7917
H 1.3619 5.7026 2.6688
H 0.9886 4.5277 1.6329
C -2.6874 -6.2856 4.6068
C -2.0985 -5.9818 3.1990
C -3.1573 -5.9227 1.9297
O -2.5283 -5.7608 0.7180
C -3.3611 -5.4188 -0.3363
N -1.4155 -4.7400 3.3249
H -3.3780 -5.4806 4.8579
H -1.8650 -6.3580 5.3185
H -3.1282 -7.2817 4.6480
H -1.3717 -6.7669 2.9906
H -3.8616 -5.1096 2.1056
H -3.8216 -6.7869 1.9362
H -4.2732 -6.0153 -0.3233
H -2.7417 -5.5729 -1.2198
H -3.6245 -4.3618 -0.2973
H -1.0065 -4.4582 2.4455
H -2.1339 -4.0373 3.4260
C -2.1995 4.1849 0.1684
C -1.0966 4.6333 -0.7468
C -0.9518 6.1309 -0.7758
O -1.9848 6.7626 -1.5189
C -1.7336 8.1295 -1.7576
N 0.1791 4.1814 -0.1837
H -3.1916 4.2331 -0.2806
H -2.1957 4.6989 1.1296
H -2.2116 3.1386 0.4739
H -1.3095 4.2369 -1.7397
H -0.0450 6.3495 -1.3397
H -0.7667 6.6576 0.1604
H -0.8705 8.1284 -2.4232
H -1.5374 8.8709 -0.9831
H -2.6019 8.4739 -2.3193
H 0.9044 4.4786 -0.8206
H 0.3043 3.1892 -0.3255
C -1.0280 1.5795 3.2696
C -0.0893 0.4046 3.5882
C 0.6363 0.5753 4.9130
O 1.7760 -0.3309 4.9595
C 2.2439 -0.5557 6.2908
N -0.8355 -0.8536 3.6589
H -1.2742 2.1479 4.1665
H -1.9980 1.3376 2.8352
H -0.5515 2.3049 2.6101
H 0.6332 0.4047 2.7720
H -0.0354 0.4403 5.7608
H 0.9893 1.6064 4.8959
H 3.1231 -1.1955 6.2140
H 1.5268 -1.1120 6.8944
H 2.4083 0.4158 6.7569
H -0.2585 -1.5680 4.0792
H -0.9069 -1.1985 2.7123
C -2.3721 -1.6884 -0.2783
C -0.9855 -1.0188 -0.3581
C -0.8961 0.4966 -0.2254
O 0.4557 1.0361 -0.0800
C 1.3505 0.6931 -1.1808
N -0.1832 -1.6249 0.6380
H -2.8115 -1.5271 0.7061
H -2.3064 -2.7426 -0.5476
H -3.0598 -1.1620 -0.9401
H -0.5615 -1.2432 -1.3368
H -1.3815 0.7501 0.7171
H -1.4952 0.9658 -1.0057
H 1.1720 1.3241 -2.0515
H 1.4587 -0.3373 -1.5194
H 2.3727 1.0457 -1.0435
H 0.0171 -2.5842 0.3936
H 0.6908 -1.1232 0.5710
C -4.5655 -0.8053 2.7479
C -4.6063 -1.7666 3.9427
C -5.6695 -2.9124 3.8455
O -6.9176 -2.3208 4.3784
C -8.0730 -3.2103 4.3528
N -3.2890 -2.4317 4.0651
H -4.9054 -1.3724 1.8813
H -3.5944 -0.3750 2.5034
H -5.2023 0.0649 2.9075
H -4.7303 -1.1201 4.8115
H -5.3848 -3.7848 4.4337
H -5.8209 -3.1665 2.7963
H -8.8551 -2.6569 4.8724
H -7.8050 -4.0292 5.0204
H -8.5316 -3.4565 3.3951
H -2.6199 -1.6818 4.1654
H -3.2387 -2.7632 5.0179
C 1.4261 -3.8564 -1.8896
C 0.2485 -4.7352 -1.6104
C 0.3851 -6.1204 -2.2704
O 0.2445 -6.1082 -3.6658
C 0.8750 -7.1756 -4.3289
N 0.1187 -4.8479 -0.1865
H 1.4472 -3.3774 -2.8685
H 2.3513 -4.4240 -1.7905
H 1.6434 -3.0800 -1.1560
H -0.6429 -4.1967 -1.9322
H -0.3254 -6.8085 -1.8123
H 1.3217 -6.6314 -2.0477
H 1.9239 -6.9576 -4.5296
H 0.3527 -7.1660 -5.2856
H 0.6909 -8.1827 -3.9549
H -0.7124 -5.2744 0.1975
H 0.9110 -5.3391 0.2022
C 3.4536 -0.9472 1.0250
C 3.5228 -2.0714 2.1096
C 4.6523 -1.9809 3.1172
O 5.8495 -2.5922 2.5474
C 6.9714 -2.5662 3.3766
N 2.2406 -2.2910 2.7940
H 3.0952 -0.0889 1.5932
H 2.6892 -1.0178 0.2513
H 4.4146 -0.8185 0.5269
H 3.5517 -2.9634 1.4838
H 4.3137 -2.6096 3.9407
H 4.8426 -0.9629 3.4570
H 7.4055 -1.5751 3.2446
H 7.7115 -3.2421 2.9482
H 6.7104 -2.9162 4.3754
H 2.3187 -1.6342 3.5573
H 1.4407 -1.9888 2.2565
C -4.9951 1.0530 -2.0282
C -6.0219 1.4992 -3.0460
C -6.3447 0.3942 -4.1051
O -5.2349 -0.0325 -4.9486
C -4.8957 0.9510 -5.8520
N -7.2304 1.9845 -2.3598
H -3.9692 0.9497 -2.3818
H -5.2660 0.1011 -1.5714
H -5.0112 1.7040 -1.1540
H -5.5009 2.3393 -3.5051
H -7.2819 0.6106 -4.6179
H -6.5707 -0.4951 -3.5167
H -4.6871 0.4798 -6.8126
H -3.9729 1.4761 -5.6051
H -5.6895 1.6366 -6.1483
H -7.5963 1.2469 -1.7749
H -7.8875 2.1431 -3.1102
C 4.5329 -0.5352 -3.7878
C 3.9659 -0.9329 -5.1323
C 3.2509 0.3295 -5.6530
O 2.0634 0.7675 -4.8662
C 0.9250 -0.0824 -4.9563
N 5.0453 -1.3277 -6.0094
H 5.0087 -1.4379 -3.4045
H 3.6757 -0.3057 -3.1549
H 5.1476 0.3649 -3.7899
H 3.2462 -1.7358 -4.9728
H 2.9308 0.1713 -6.6829
H 3.9407 1.1733 -5.6682
H 1.1217 -1.0749 -4.5509
H 0.6394 -0.1719 -6.0044
H 0.0932 0.3362 -4.3898
H 5.8085 -0.6805 -5.8728
H 5.5576 -2.1741 -5.8063
*
```

---

Formula: C6H10N5
Source: OMol25
Level of theory: ωB97M-V/def2-TZVPD

Properties
Max |F|: 0.105 hartree/bohr
M: 152.18 g/mol
E: -508.04515 hartree
Orbital gap (alpha / beta): 7.40 / 7.40 eV

```
! RIJCOSX wB97M-V def2-TZVPD def2/J DEFGRID3
* xyz 1 1
C -3.0372 1.2959 -0.0454
C -2.5922 0.3502 -0.6197
C 1.7294 -1.6181 -0.4358
C 1.5808 0.7006 0.0334
C -0.2029 -0.8437 0.5891
C -1.7367 -0.7177 -1.0439
N 0.5878 -1.8603 0.0824
N 2.3063 -0.3414 -0.4458
N 0.4118 0.4736 0.5903
N 2.0795 1.9819 0.0710
N -0.9671 -0.9225 1.7002
H -3.3690 2.2717 0.1277
H 2.2121 -2.3834 -0.8322
H -2.1514 -1.7095 -0.9637
H -1.1300 -0.6910 -1.9896
H 3.1378 -0.2383 -1.0272
H -0.1844 1.2458 0.8734
H 2.8035 2.2962 -0.5424
H 1.4447 2.7508 0.1560
H -1.5616 -0.2025 2.0323
H -1.3610 -1.8384 1.6900
*
```